{"formula": "C37H73ClN2O18P5", "method": "wB97M-V/def2-TZVPD", "total_charge": 1, "e_lumo_ev": -2.90, "spin_multiplicity": 1, "gap_ev": 8.52, "elements": ["C", "C", "O", "P", "O", "C", "C", "C", "N", "C", "C", "C", "C", "C", "C", "C", "C", "C", "P", "O", "Cl", "N", "C", "O", "C", "C", "O", "O", "C", "C", "H", "H", "H", "H", "H", "H", "H", "H", "H", "H", "H", "H", "H", "H", "H", "H", "H", "H", "H", "H", "H", "H", "H", "H", "H", "H", "H", "H", "O", "P", "O", "C", "C", "O", "C", "C", "O", "C", "C", "H", "H", "H", "H", "H", "H", "H", "H", "H", "H", "H", "H", "H", "H", "H", "O", "P", "O", "C", "C", "O", "C", "C", "O", "C", "C", "H", "H", "H", "H", "H", "H", "H", "H", "H", "H", "H", "H", "H", "H", "H", "O", "P", "O", "C", "C", "O", "C", "C", "O", "C", "C", "H", "H", "H", "H", "H", "H", "H", "H", "H", "H", "H", "H", "H", "H", "H"], "coordinates": [[-4.57249, 1.51802, -2.95294], [-3.44831, 0.90208, -2.09812], [-3.14926, 1.70038, -0.91755], [-2.19511, 2.95588, -1.14054], [-2.66166, 4.04841, -0.28206], [-0.48863, 2.59344, -0.61348], [0.32602, 1.67168, -1.58856], [1.27785, 0.75019, -0.89345], [1.23562, -0.58192, -0.92892], [0.29409, -1.44701, -1.67224], [0.28651, -1.02733, -3.13794], [-0.89066, -1.03926, -3.87641], [-0.90494, -0.62163, -5.20067], [0.24769, -0.18874, -5.84908], [1.43342, -0.21819, -5.11537], [1.44769, -0.62200, -3.78966], [2.22344, -1.11133, -0.15711], [2.96291, -0.05811, 0.37927], [4.46191, -0.27564, 1.50523], [4.45419, 0.84165, 2.69873], [4.16802, -2.08118, 2.50532], [2.33568, 1.07060, -0.13320], [2.85959, 2.39129, 0.17461], [1.91759, 3.19586, 0.86090], [2.17466, 4.54718, 0.60125], [3.56751, 5.11346, 0.77656], [1.28773, 5.25010, 0.26503], [-2.20704, 3.45249, -2.67279], [-1.27837, 4.53944, -2.88378], [-1.85620, 5.61813, -3.80036], [-5.33887, 0.78792, -3.19796], [-4.11630, 1.93331, -3.85481], [-4.96964, 2.37999, -2.41384], [-2.53303, 0.70955, -2.66353], [-3.81575, -0.05457, -1.71946], [0.00478, 3.55405, -0.51724], [-0.51693, 2.09176, 0.35379], [0.87788, 2.25166, -2.33691], [-0.39828, 1.09623, -2.16322], [0.73913, -2.44265, -1.65551], [-0.70751, -1.43781, -1.24434], [-1.83247, -1.37223, -3.44909], [-1.82459, -0.60873, -5.77670], [0.21718, 0.15128, -6.87471], [2.34212, 0.08504, -5.62323], [2.41276, -0.59725, -3.28668], [2.49178, -2.12955, 0.07734], [3.61673, 1.32721, 2.75060], [3.77439, 2.32621, 0.76652], [3.13399, 2.86238, -0.77686], [4.33264, 4.57703, 0.20761], [3.58726, 6.14167, 0.42939], [3.84144, 5.04320, 1.83322], [-0.94354, 5.01619, -1.96017], [-0.37840, 4.11570, -3.35047], [-2.24329, 6.42307, -3.17277], [-2.63343, 5.22294, -4.45104], [-1.03594, 6.06304, -4.36764], [-2.38471, -1.38438, 2.15723], [-1.82813, -2.26257, 3.23126], [-2.97879, -2.09984, 4.38661], [-4.30650, -2.55899, 4.12091], [-4.37389, -4.06937, 3.99495], [-0.64602, -1.25969, 3.80094], [0.04466, -0.39456, 2.90951], [-0.44798, 1.02563, 3.11869], [-1.17632, -3.53354, 4.01437], [-0.50364, -3.37770, 5.29181], [-1.47162, -3.23425, 6.46450], [-4.69152, -2.07773, 3.21837], [-4.92282, -2.22889, 4.95659], [-3.80418, -4.41828, 3.12736], [-5.40707, -4.39673, 3.87849], [-3.95015, -4.55299, 4.87418], [-0.07983, -0.70660, 1.86862], [1.11504, -0.46144, 3.13558], [-1.53447, 1.08744, 3.07608], [-0.02859, 1.70300, 2.36981], [-0.15314, 1.37980, 4.10816], [0.22158, -2.57141, 5.28235], [0.07765, -4.29224, 5.41913], [-1.92724, -2.24724, 6.48712], [-0.94425, -3.37095, 7.41029], [-2.27041, -3.97171, 6.40156], [-0.93863, 2.66561, 11.83720], [-0.85667, 2.15495, 10.44448], [-2.34677, 2.41273, 9.83139], [-2.83043, 3.75312, 9.73022], [-2.05848, 4.56584, 8.70746], [-0.92344, 0.54097, 10.73851], [-0.39737, -0.00242, 11.95388], [-1.52589, -0.38953, 12.88599], [-0.09558, 1.94097, 9.02821], [-0.27871, 0.82123, 8.15773], [-1.52750, 0.90080, 7.30774], [-2.79666, 4.23369, 10.71105], [-3.87690, 3.68440, 9.43404], [-1.01557, 4.69363, 9.01254], [-2.50345, 5.55435, 8.59070], [-2.05301, 4.06678, 7.73849], [0.28226, 0.70043, 12.43401], [0.18585, -0.88676, 11.68647], [-2.22540, 0.43433, 13.02262], [-1.14087, -0.69118, 13.86107], [-2.09405, -1.22149, 12.46578], [-0.22165, -0.12558, 8.68817], [0.59024, 0.83653, 7.49407], [-2.42218, 0.68764, 7.89121], [-1.48290, 0.16488, 6.50094], [-1.64517, 1.89251, 6.87018], [2.30860, -2.65578, -8.21044], [2.95553, -2.90840, -9.52815], [1.73852, -2.77222, -10.60782], [1.06521, -1.52185, -10.74063], [1.96090, -0.44626, -11.32712], [3.08475, -4.54320, -9.45975], [3.25257, -5.21494, -8.20938], [1.96222, -5.89675, -7.80417], [4.17577, -2.76648, -10.56994], [4.53405, -3.73390, -11.57233], [3.66595, -3.68322, -12.80931], [0.67022, -1.20924, -9.76932], [0.21522, -1.69496, -11.40028], [2.79345, -0.21720, -10.65487], [1.39631, 0.47133, -11.49631], [2.39083, -0.77248, -12.27311], [3.58946, -4.52434, -7.43661], [4.04049, -5.95884, -8.34536], [1.12174, -5.20387, -7.83851], [2.03857, -6.31074, -6.79721], [1.73155, -6.70894, -8.49519], [4.58789, -4.73965, -11.16651], [5.55561, -3.47458, -11.85597], [2.68638, -4.12358, -12.62900], [4.13911, -4.25049, -13.61189], [3.51679, -2.65714, -13.14435]], "forces_ev_per_a": [[1.2, 0.5, 0.0], [-1.0, -0.7, 0.2], [0.9, -0.2, -1.7], [-1.0, 2.2, 1.9], [0.2, 0.0, 0.4], [0.4, -1.0, -1.1], [-0.3, 0.4, 0.2], [-0.2, 0.1, -0.4], [-0.5, -1.0, 0.3], [0.5, 0.3, -1.3], [-0.3, 0.1, -0.3], [-0.3, -0.1, -0.1], [0.0, 0.3, -0.7], [0.0, -0.3, 1.0], [-0.2, 0.2, -0.7], [0.5, 0.1, 0.0], [2.2, 1.4, 1.5], [-1.9, -1.6, 0.3], [2.0, -0.2, -0.7], [-1.3, 0.0, -0.9], [-0.8, 0.6, -0.4], [0.7, 0.6, 1.3], [0.1, 0.7, -0.6], [0.7, -0.2, -0.3], [0.5, 0.9, -0.1], [0.3, -0.8, 0.1], [-1.0, 0.1, -0.1], [0.4, -1.1, 0.4], [0.8, 0.4, -1.0], [0.2, 0.1, 0.8], [0.0, 0.1, 0.0], [-0.3, -0.1, -0.1], [-0.3, -0.3, 0.0], [-0.1, 0.1, 0.0], [0.3, 0.1, 0.2], [-0.2, 0.0, 0.2], [-0.4, 0.3, 0.1], [0.0, 0.0, 0.1], [0.4, -0.3, 0.0], [-0.3, 0.0, 0.5], [0.1, 0.0, 0.2], [0.2, 0.0, 0.2], [-0.1, -0.1, 0.3], [0.1, -0.1, 0.0], [0.1, -0.1, 0.3], [-0.2, -0.1, 0.1], [-0.8, -0.3, -0.5], [0.0, -0.1, 0.6], [0.0, -0.5, -0.1], [-0.1, -0.1, 0.0], [-0.1, -0.1, 0.1], [-0.2, 0.0, 0.2], [0.0, 0.1, -0.1], [-0.4, -0.2, 0.2], [-0.2, -0.1, 0.0], [-0.4, -0.1, -0.2], [0.1, 0.1, -0.1], [-0.2, -0.2, -0.2], [0.5, -3.1, -2.2], [-0.1, 4.5, 6.2], [-0.1, -0.1, -0.7], [-0.3, 0.0, 0.0], [0.2, 0.0, -0.1], [0.2, -0.4, -0.7], [-0.3, 0.5, 0.1], [0.1, 0.1, 0.1], [-0.1, -0.9, -2.9], [0.3, -0.5, 1.0], [0.0, 0.2, -0.3], [0.1, 0.0, 0.0], [0.1, 0.1, 0.0], [-0.1, 0.0, 0.0], [0.0, 0.0, 0.0], [0.0, 0.0, 0.0], [-0.1, 0.0, 0.0], [0.0, -0.1, 0.1], [0.0, -0.1, -0.2], [0.0, 0.0, 0.1], [0.1, 0.0, 0.0], [-0.2, 0.1, -0.3], [-0.2, -0.2, -0.3], [0.0, 0.0, 0.0], [0.2, -0.1, -0.1], [0.1, 0.0, 0.0], [2.5, 2.2, -1.2], [-4.4, -5.2, 0.1], [0.7, 0.2, -0.1], [-0.2, 0.3, 0.0], [0.1, -0.1, 0.0], [0.3, 0.3, -0.4], [-0.2, -0.1, 0.3], [-0.2, -0.1, -0.1], [1.1, 2.3, 1.4], [0.4, -0.6, -0.9], [-0.4, 0.0, 0.2], [0.0, -0.1, 0.0], [0.0, -0.2, 0.0], [0.0, 0.1, 0.0], [0.0, 0.0, 0.0], [-0.1, 0.0, 0.0], [-0.1, 0.1, 0.0], [0.0, 0.0, -0.1], [0.1, 0.1, 0.0], [0.0, 0.0, 0.0], [0.0, 0.0, 0.0], [-0.1, 0.2, 0.3], [0.1, 0.3, 0.1], [0.0, 0.1, 0.0], [0.2, 0.0, 0.0], [0.1, 0.0, 0.0], [2.2, 2.8, 0.1], [-3.1, -5.8, -2.2], [0.6, 0.4, 0.3], [-0.2, 0.3, -0.1], [0.1, 0.0, 0.1], [0.3, 0.5, -0.1], [-0.2, -0.2, 0.1], [-0.1, -0.1, -0.1], [0.1, 2.2, 2.0], [0.8, -0.3, -0.8], [-0.5, 0.0, 0.2], [0.0, -0.1, 0.0], [0.0, -0.2, 0.0], [0.0, 0.0, 0.0], [0.0, 0.0, 0.0], [-0.1, 0.0, 0.0], [-0.1, 0.1, 0.0], [0.0, 0.0, -0.1], [0.1, 0.1, 0.1], [0.0, 0.0, 0.0], [0.0, 0.0, 0.0], [-0.3, 0.1, 0.3], [0.0, 0.3, 0.2], [0.0, 0.0, 0.0], [0.1, 0.0, 0.1], [0.1, 0.0, 0.0]], "lowdin_charge": [-0.053, -0.254, -0.175, 0.477, -0.243, -0.157, -0.065, -0.159, 0.008, -0.017, -0.236, -0.060, -0.059, -0.051, -0.058, -0.049, -0.040, -0.315, 0.598, -0.340, 0.235, 0.043, -0.129, -0.003, -0.487, 0.034, 0.176, -0.197, -0.274, -0.047, 0.078, 0.070, 0.090, 0.073, 0.118, 0.058, 0.085, 0.136, 0.094, 0.143, 0.143, 0.115, 0.114, 0.109, 0.112, 0.119, 0.120, 0.055, 0.122, 0.160, 0.086, 0.102, 0.107, 0.106, 0.110, 0.083, 0.082, 0.079, -0.213, 0.609, -0.236, -0.270, -0.075, -0.243, -0.295, -0.049, -0.223, -0.232, -0.058, 0.110, 0.123, 0.073, 0.083, 0.070, 0.087, 0.104, 0.091, 0.049, 0.077, 0.105, 0.120, 0.057, 0.086, 0.073, -0.206, 0.565, -0.209, -0.275, -0.079, -0.240, -0.286, -0.074, -0.210, -0.261, -0.063, 0.112, 0.119, 0.073, 0.081, 0.066, 0.105, 0.115, 0.077, 0.078, 0.075, 0.111, 0.116, 0.080, 0.062, 0.071, -0.228, 0.557, -0.206, -0.279, -0.076, -0.234, -0.287, -0.075, -0.208, -0.249, -0.066, 0.101, 0.121, 0.072, 0.080, 0.069, 0.102, 0.117, 0.074, 0.075, 0.077, 0.113, 0.121, 0.077, 0.085, 0.071]}